The following is a DFT calculation (wB97M-V/def2-TZVPD) of a 6-piece molecular cluster, C15H42O9 overall.

CARTESIAN COORDINATES (ANGSTROEM)
C  2.279864  -3.290576  -2.267803
C  0.867864  -3.881576  -1.991803
C  0.481864  -4.920576  -2.940803
O  0.771864  -4.404576  -0.637803
H  2.567864  -2.475576  -1.724803
H  2.535864  -2.924576  -3.216803
H  3.017864  -4.196576  -2.154803
H  0.102864  -3.151576  -1.890803
H  0.537864  -4.696576  -4.045803
H  -0.693136  -4.914576  -2.848803
H  0.863864  -6.001576  -2.730803
H  0.639864  -3.509576  -0.272803
C  2.956864  5.288424  -0.352803
C  3.458864  6.372424  0.610197
C  4.727864  7.223424  0.116197
O  2.378864  7.076424  1.029197
H  2.570864  5.870424  -1.276803
H  2.078864  4.891424  0.195197
H  3.839864  4.485424  -0.522803
H  3.597864  5.781424  1.508197
H  5.128864  7.873424  0.926197
H  4.492864  7.987424  -0.435803
H  5.310864  6.448424  -0.108803
H  2.650864  7.787424  1.662197
C  1.034864  1.937424  0.283197
C  0.508864  1.074424  -0.833803
C  1.524864  0.101424  -1.285803
O  -0.597136  0.343424  -0.333803
H  1.097864  1.354424  1.082197
H  2.035864  2.385424  0.116197
H  0.394864  2.650424  0.569197
H  0.227864  1.799424  -1.571803
H  1.147864  -0.390576  -2.009803
H  1.909864  -0.588576  -0.540803
H  2.169864  0.670424  -1.466803
H  -1.145136  0.251424  -1.057803
O  -2.044136  -0.037576  -2.594803
C  -2.888136  -1.177576  -2.790803
C  -2.900136  -1.929576  -1.456803
O  -3.740136  -3.035576  -1.578803
H  -2.335136  0.686424  -3.139803
H  -3.818136  -0.667576  -2.995803
H  -2.496136  -1.792576  -3.610803
H  -3.399136  -1.552576  -0.631803
H  -1.988136  -2.268576  -1.032803
H  -4.789136  -2.794576  -1.286803
O  0.581864  -2.274576  1.333197
C  -0.736136  -2.482576  1.922197
C  -0.627136  -4.009576  2.499197
O  -1.853136  -4.558576  3.006197
H  0.531864  -1.324576  1.007197
H  -0.830136  -1.740576  2.846197
H  -1.629136  -2.649576  1.325197
H  0.120864  -4.089576  3.373197
H  -0.212136  -4.572576  1.776197
H  -2.307136  -4.921576  2.167197
O  -2.950136  1.486424  1.438197
C  -2.504136  0.885424  2.610197
C  -3.645136  0.793424  3.582197
O  -3.019136  0.090424  4.674197
H  -2.308136  1.294424  0.753197
H  -2.146136  -0.013576  2.396197
H  -1.644136  1.510424  3.144197
H  -4.307136  0.010424  3.212197
H  -4.006136  1.646424  3.939197
H  -3.589136  -0.817576  4.536197

Atomic forces in eV per Å
0.37 -4.37 -0.03
2.04 0.41 0.66
-3.50 -2.46 -1.82
0.40 1.03 -0.71
0.60 1.71 2.48
-0.62 0.11 -2.09
-1.16 1.78 0.25
-0.56 1.33 -1.24
0.74 0.01 1.20
1.98 -0.82 0.01
-0.50 2.12 -0.24
0.26 -0.93 1.61
0.86 0.67 -0.99
1.90 -0.98 0.24
-2.91 -1.63 6.43
-2.33 3.45 0.63
0.76 -1.53 0.97
0.57 -0.33 -0.68
-2.37 1.85 0.04
1.97 -0.39 0.32
0.15 -1.21 0.44
-1.52 3.27 -4.75
3.27 -2.12 -1.77
-0.33 -1.03 -0.88
2.52 -0.15 -3.03
0.02 0.23 2.04
-6.31 -4.13 6.87
0.97 0.83 2.80
0.68 -2.76 3.72
-0.61 -0.28 -0.24
-2.56 3.04 0.64
-0.46 -0.14 -1.19
-2.10 -3.58 -5.43
-0.38 0.04 0.52
10.60 7.66 -3.82
-2.33 -0.78 -2.56
1.18 0.08 0.16
0.85 1.17 1.19
-1.54 -0.52 -0.88
-5.08 -1.83 0.13
-0.10 0.26 -0.30
-0.94 -1.10 -0.25
-0.40 -0.04 0.22
-0.17 3.07 1.41
1.44 -0.25 -0.46
4.69 -0.85 -1.34
-1.99 1.98 -0.91
1.50 -2.05 3.96
0.16 3.09 4.22
-0.63 -0.33 -2.92
0.27 -1.54 0.35
-0.34 -1.50 -2.17
0.08 1.20 -0.83
-1.13 0.54 -1.21
1.15 -2.02 -2.84
0.75 0.72 2.18
-0.39 0.69 -0.83
0.02 5.50 1.68
2.92 -4.86 -1.19
-2.70 -4.11 0.27
0.32 -0.01 -0.30
1.57 -4.06 -0.53
-1.49 -1.11 -1.02
-1.05 1.22 -0.66
-1.95 3.64 0.89
2.90 3.07 1.61

Output
Strongest force on any atom: 13.62 eV Å⁻¹
Energy: -34653.14945 eV
Energy above the lowest of the compared OMol25 structures with the same formula, charge and spin: 7.6080 eV
SMILES string: CC(C)O.CC(C)O.CC(C)O.OCCO.OCCO.OCCO


The following is a DFT calculation (wB97M-V/def2-TZVPD) of a 8-piece molecular cluster, C15H43BFN16O14P overall.

CARTESIAN COORDINATES (ANGSTROEM)
C  -1.551763  -0.467623  -0.447196
C  -1.721492  -0.520516  -1.986700
C  -3.110936  -0.968395  -2.421624
F  -3.530179  -0.102306  -3.416111
C  -3.216536  -2.381613  -3.035944
C  -4.735192  -2.701061  -2.912049
O  -5.286345  -3.375042  -4.041128
N  -6.050306  -4.501337  -3.579560
O  -7.188326  -4.299792  -3.651450
C  -2.710968  -2.315623  -4.492956
O  -3.286482  -2.091026  -5.483353
N  -1.339060  -2.580525  -4.437700
C  -0.974562  -3.401905  -3.305752
O  -0.389043  -4.630535  -3.617536
C  -2.270766  -3.454029  -2.461157
P  -2.906042  -5.172076  -2.891857
O  -3.135703  -5.384187  -4.325125
B  -2.094257  -3.581482  -0.895136
O  -0.860222  -3.550256  -0.362070
O  -3.219922  -3.696468  -0.094074
H  -0.789151  -1.161303  -0.127555
H  -2.457602  -0.816393  0.033342
H  -1.311631  0.524462  -0.112117
H  -0.915667  -1.071826  -2.445244
H  -1.625041  0.499861  -2.326992
H  -3.800415  -0.830389  -1.600727
H  -5.234572  -1.742457  -2.871495
H  -4.942292  -3.200764  -1.970866
H  -1.058997  -2.999568  -5.321395
H  -0.225191  -2.858927  -2.731892
H  0.396236  -4.709537  -3.068873
H  -4.050101  -5.340305  -2.082660
H  -1.965161  -6.077574  -2.356989
H  -0.884533  -4.038335  0.484428
H  -3.201572  -4.488752  0.458079
N  -2.332372  -1.269271  -8.185943
C  -1.165237  -1.094133  -8.853225
N  -1.262480  -1.089643  -10.218575
O  -0.096165  -0.951175  -8.274960
H  -3.216006  -1.391330  -8.642431
H  -2.297602  -1.279560  -7.180086
H  -0.416713  -0.964221  -10.742027
H  -2.129294  -1.206367  -10.707184
N  -0.011349  -1.912713  3.461894
C  0.541998  -2.897701  2.713846
N  1.866402  -2.733267  2.449966
O  -0.097497  -3.859939  2.299740
H  0.517896  -1.122073  3.794810
H  -0.987931  -1.987292  3.678825
H  2.319861  -3.435880  1.896601
H  2.392085  -1.942816  2.777611
N  2.026808  2.669526  2.435285
C  1.173733  1.673802  2.795613
N  -0.142700  1.945420  2.581049
O  1.560140  0.615611  3.278207
H  1.720052  3.539466  2.043514
H  3.007506  2.512083  2.576143
H  -0.810907  1.237613  2.828462
H  -0.471591  2.809987  2.192983
N  -0.060739  2.253917  5.647049
C  -0.817805  3.361000  5.863909
N  -0.783774  3.826188  7.149617
O  -1.475381  3.900181  4.984554
H  0.483337  1.811624  6.371236
H  -0.055459  1.873379  4.719308
H  -1.328066  4.641249  7.361349
H  -0.248904  3.383362  7.875613
N  4.276438  1.577047  7.459120
C  3.126253  2.226038  7.809042
N  3.167160  3.575692  7.672961
O  2.139377  1.621208  8.214005
H  5.094021  2.052085  7.127421
H  4.287264  0.577979  7.544968
H  2.342667  4.090249  7.919256
H  3.973474  4.079417  7.342547
N  2.326006  1.257586  -7.421379
C  3.393482  0.766118  -6.732945
N  3.597864  -0.577358  -6.892006
O  4.109018  1.460579  -6.030194
H  1.736424  0.683247  -7.998354
H  2.130815  2.236734  -7.334019
H  4.371827  -0.986594  -6.404218
H  3.009645  -1.156637  -7.462264
N  5.723803  7.710103  8.278732
C  5.010042  7.135194  7.269988
N  4.677098  7.968639  6.243918
O  4.690572  5.956949  7.285273
H  5.993124  8.675331  8.281793
H  5.984710  7.124965  9.050793
H  4.149936  7.578285  5.484917
H  4.930928  8.937716  6.217326

Atomic forces in eV per Å
-0.05 -0.82 -0.61
-0.11 0.52 0.98
1.46 -0.17 -0.29
-0.47 0.38 -0.37
-1.14 -0.45 -0.05
0.53 0.59 -0.76
-0.24 -0.03 0.14
0.13 -0.10 0.58
-0.19 -0.06 -0.43
1.83 -0.77 2.59
-1.74 0.97 -2.41
-0.35 -1.24 -1.01
0.53 1.90 1.36
-0.20 -0.34 -0.49
-0.26 -1.33 0.31
-0.08 0.23 -0.08
-0.14 -0.12 -0.69
-0.08 0.95 -0.20
0.18 -1.34 -0.09
-0.27 -0.74 -0.38
0.37 0.04 0.20
-0.30 0.15 0.30
0.07 0.39 0.23
0.04 -0.14 -0.20
0.00 0.24 -0.39
-0.29 -0.21 0.34
-0.32 0.22 0.00
0.03 -0.33 0.12
0.41 0.35 -0.01
0.13 0.08 0.13
0.02 -0.07 -0.07
0.20 0.00 0.09
-0.16 0.24 0.44
0.75 0.82 0.47
-0.08 0.39 0.36
0.23 0.13 -0.01
-0.32 -0.03 -0.01
0.13 0.04 -0.08
0.36 0.10 -0.04
0.00 -0.04 0.04
-0.23 -0.14 0.04
-0.02 -0.02 0.01
0.01 0.00 0.02
-0.25 -0.01 0.18
0.13 0.32 0.03
0.14 -0.16 -0.07
-0.21 -0.30 -0.13
0.02 0.11 -0.18
0.04 -0.08 0.02
-0.02 0.02 0.01
-0.09 0.08 -0.03
0.19 -0.13 0.04
-0.02 0.29 -0.48
0.01 -0.31 -0.09
0.04 -0.13 0.21
-0.02 -0.01 0.03
-0.02 0.02 0.01
-0.05 0.02 -0.16
-0.06 0.05 0.18
0.10 -0.24 0.14
0.08 -0.09 0.06
0.01 0.21 0.11
-0.02 0.07 -0.04
0.05 0.06 0.02
0.01 0.09 0.22
-0.01 -0.04 -0.02
-0.02 -0.10 -0.04
0.04 -0.18 0.01
0.07 0.25 -0.06
-0.01 -0.28 -0.04
-0.26 0.01 -0.12
-0.02 0.02 0.02
-0.01 0.03 0.00
0.05 0.05 -0.03
-0.13 0.17 0.11
-0.02 0.09 -0.16
-0.12 -0.02 -0.04
0.11 -0.14 -0.01
0.06 0.01 0.06
-0.18 -0.08 0.12
0.02 -0.03 0.03
-0.01 0.03 -0.01
-0.07 0.03 0.05
0.03 -0.07 0.07
0.06 0.21 -0.01
-0.04 -0.05 -0.07
0.05 -0.07 -0.05
-0.01 -0.01 0.00
-0.01 0.02 -0.01
0.00 0.01 0.02
-0.01 -0.01 0.00

Output
Strongest force on any atom: 3.26 eV Å⁻¹
Energy: -81449.64864 eV
Energy above the lowest of the compared OMol25 structures with the same formula, charge and spin: 0.0000 eV
SMILES string: CC[C@@H](F)[C@@]1(CON=O)C(=O)N[C@H](O)[C@@]1([PH2]=O)B(O)O.NC(N)=O.NC(N)=O.NC(N)=O.NC(N)=O.NC(N)=O.NC(N)=O.NC(N)=O


The following is a DFT calculation (wB97M-V/def2-TZVPD) of a 5-piece molecular cluster, C15H44F2N2O18P4S overall.

CARTESIAN COORDINATES (ANGSTROEM)
C  -0.761104  -0.964453  1.046888
C  -1.601006  -1.823577  0.076109
C  -3.097518  -1.534425  0.032234
F  -3.763029  -2.589705  0.618813
N  -3.531045  -0.297505  0.740105
N  -4.942887  -0.260982  0.743300
S  -3.059990  1.117075  -0.178545
O  -2.270221  1.907548  0.687130
O  -4.197693  1.793925  -0.675367
F  -2.132382  0.652824  -1.338371
H  0.114247  -1.561442  1.314618
H  -0.366191  -0.121468  0.472953
H  -1.303662  -0.584110  1.905132
H  -1.482610  -2.856461  0.406098
H  -1.146194  -1.781652  -0.913313
H  -3.409285  -1.494092  -1.020398
H  -5.287134  -0.524339  1.651578
H  -5.339929  -0.817495  -0.002309
C  -2.719282  7.380616  -2.610307
O  -3.956770  7.376538  -3.359616
P  -4.571048  5.954013  -3.963654
O  -5.059807  6.353860  -5.287635
O  -5.777389  5.886759  -2.861842
C  -5.493204  6.058889  -1.472255
O  -4.471129  4.325079  -4.110939
C  -4.032056  3.545432  -2.972810
H  -2.096002  8.192708  -2.980237
H  -2.930185  7.554216  -1.554364
H  -2.169200  6.444725  -2.715138
H  -5.674364  7.096270  -1.185438
H  -4.464664  5.788845  -1.224544
H  -6.162141  5.414239  -0.905648
H  -4.835715  3.449025  -2.248821
H  -3.160670  3.999360  -2.499306
H  -3.759922  2.554746  -3.325199
C  1.442042  -1.644043  -5.868104
O  0.915526  -2.287297  -4.681755
P  -0.668616  -2.069388  -4.229181
O  -0.561675  -1.943590  -2.770076
O  -1.074906  -3.588794  -4.684636
C  -0.716800  -4.075057  -5.978716
O  -2.198964  -1.513958  -4.486774
C  -2.731534  -1.492814  -5.825578
H  2.402906  -1.198560  -5.618965
H  1.593187  -2.387657  -6.651167
H  0.781947  -0.860539  -6.241284
H  0.208371  -4.649422  -5.912892
H  -0.590492  -3.267454  -6.703192
H  -1.513056  -4.729419  -6.328457
H  -3.032302  -2.497373  -6.126044
H  -2.008452  -1.095095  -6.537878
H  -3.607400  -0.849542  -5.825808
C  2.337018  -1.788101  5.170725
O  1.119802  -2.137275  4.457776
P  0.915891  -3.658139  3.823957
O  0.265531  -3.374164  2.539290
O  -0.177909  -4.034062  4.995143
C  0.136139  -3.813722  6.368337
O  1.313058  -5.249680  3.642175
C  1.962506  -5.944203  4.721078
H  2.687685  -0.824989  4.807686
H  2.121015  -1.704432  6.237172
H  3.125685  -2.522438  5.014330
H  -0.275125  -2.855867  6.691645
H  1.212486  -3.824739  6.553304
H  -0.321923  -4.609128  6.954473
H  1.236723  -6.200575  5.494644
H  2.768033  -5.349764  5.153083
H  2.385902  -6.861507  4.319986
C  8.329014  0.369420  1.931959
O  7.074143  -0.350294  2.009746
P  5.989738  -0.050744  3.246396
O  5.527982  -1.425506  3.512579
O  4.973978  0.725333  2.223711
C  5.447172  1.798510  1.407805
O  5.336462  0.707234  4.566844
C  5.507739  2.129210  4.725394
H  9.124072  -0.346884  1.734782
H  8.290872  1.085147  1.109904
H  8.560291  0.899109  2.856386
H  5.698711  1.421978  0.415340
H  6.320945  2.292060  1.840104
H  4.648638  2.531825  1.313834
H  4.826163  2.666044  4.063821
H  6.534857  2.433711  4.523152
H  5.268095  2.381637  5.755027

Atomic forces in eV per Å
0.52 0.04 -1.20
0.53 0.14 0.87
1.32 -0.58 -0.50
-0.34 0.29 0.19
-0.43 -0.33 -1.85
-0.12 0.43 0.29
-0.30 1.47 2.75
1.15 -0.11 0.17
-0.48 -0.65 -1.44
-0.40 -0.46 -0.17
-0.38 0.22 0.35
-0.11 0.26 0.27
0.09 -0.20 0.20
-0.33 -0.08 -0.02
-0.39 0.09 0.20
-0.41 -0.07 0.11
0.12 -0.19 0.04
-0.08 -0.13 0.10
-0.09 0.29 0.01
2.19 -2.33 0.29
-5.72 1.28 -1.23
0.65 -0.08 -0.11
0.52 -0.20 0.29
-0.17 0.19 -0.16
2.78 1.01 0.91
-0.21 0.00 -0.04
-0.03 -0.02 -0.06
-0.01 -0.04 -0.02
0.05 0.02 0.01
0.08 0.01 0.02
-0.05 -0.01 0.11
-0.01 -0.04 -0.05
-0.02 0.06 -0.03
0.03 -0.12 0.07
-0.03 0.04 -0.11
0.26 -0.14 0.10
-1.25 2.52 -1.79
-0.89 -4.97 3.79
0.22 0.74 -0.57
-0.11 0.30 -0.54
0.12 -0.12 0.31
1.89 1.74 -1.74
-0.19 -0.13 0.02
-0.03 0.01 0.06
-0.04 0.00 0.02
0.04 0.03 -0.02
0.04 0.05 -0.06
0.00 -0.08 -0.08
-0.04 0.01 0.05
0.07 -0.01 0.04
-0.07 0.03 -0.06
0.04 0.04 0.10
-0.12 0.27 0.01
3.01 -1.47 0.04
-6.43 -0.07 -0.49
0.80 -0.19 -0.13
0.40 -0.26 0.34
-0.26 0.17 -0.23
2.70 1.49 0.60
-0.13 -0.15 0.02
0.02 -0.06 -0.11
-0.03 -0.05 -0.03
0.11 0.10 -0.02
0.09 0.03 0.04
-0.03 0.00 0.12
-0.02 -0.03 -0.04
-0.02 0.07 -0.03
0.05 -0.09 0.03
-0.01 0.05 -0.10
0.01 -0.19 -0.28
1.73 1.98 2.34
-5.70 -3.26 -2.81
0.67 0.11 0.58
0.39 0.75 0.30
-0.12 -0.30 -0.12
3.10 0.84 0.00
-0.23 0.07 -0.01
-0.04 -0.04 0.04
-0.03 0.01 0.03
0.07 0.00 -0.01
0.08 0.03 0.01
-0.01 0.07 -0.07
-0.04 -0.03 0.04
0.03 -0.06 -0.05
-0.01 0.08 0.06
0.01 -0.11 0.02

Output
Strongest force on any atom: 7.14 eV Å⁻¹
Energy: -109525.63547 eV
SMILES string: CC[C@@H](F)N(N)S(=O)(=O)F.COP(=O)(OC)OC.COP(=O)(OC)OC.COP(=O)(OC)OC.COP(=O)(OC)OC